(1)
Formula: C3H11N2
Source: the Open Molecules 2025 dataset
Level of theory: wB97M-V/def2-TZVPD

Each line ends with the Mulliken charge.
CARTESIAN COORDINATES (ANGSTROEM)
C 1.160 -0.096 1.280  -0.859
C 1.010 0.129 -1.290  -0.879
C -0.983 0.468 0.073  -0.442
N -1.918 -0.230 -0.638  -0.444
N 0.308 -0.250 0.105  0.062
H 1.611 0.943 1.293  0.327
H 0.542 -0.206 2.193  0.359
H 1.969 -0.934 1.374  0.316
H 2.068 -0.035 -1.313  0.384
H 0.505 -0.418 -2.083  0.361
H 0.884 1.090 -1.618  0.407
H -1.347 0.541 1.928  0.150
H -0.922 1.559 -0.058  0.376
H -2.949 0.012 -0.661  0.282
H -1.886 -1.313 -0.683  0.193
H -0.052 -1.261 0.098  0.404

Properties
Charge = +1
Spin multiplicity = 1
LUMO level = -3.63 eV
HOMO energy = -12.98 eV
Gap between HOMO and LUMO = 0.34372 Eh
Relative energy (zero: lowest compared OMol25 entry of this formula, charge and spin) = 108.2 kcal/mol

=====

(2)
Formula: C3H11N2
Source: the Open Molecules 2025 dataset
Level of theory: wB97M-V/def2-TZVPD

Each line ends with the Mulliken charge.
CARTESIAN COORDINATES (ANGSTROEM)
C -2.009 -1.030 0.361  -0.793
N -1.560 0.394 0.254  -0.373
H -2.489 -1.351 -0.556  0.320
H -1.157 -1.670 0.571  0.274
H -2.684 -1.098 1.203  0.359
H -2.144 0.991 -0.322  0.324
H -0.497 0.235 -0.177  0.562
H -1.438 0.826 1.165  0.355
C 1.635 1.371 -0.120  -0.877
C 1.698 -0.962 -0.451  -0.304
N 0.978 0.058 -0.258  -0.348
H 1.774 1.647 -1.165  0.345
H 2.656 1.301 0.262  0.351
H 1.040 2.121 0.389  0.268
H 1.508 -1.765 -1.163  0.287
H 2.689 -1.067 0.008  0.250

Properties
Charge = +1
Spin multiplicity = 1
LUMO level = -3.59 eV
HOMO energy = -14.31 eV
Gap between HOMO and LUMO = 0.39420 Eh
Relative energy (zero: lowest compared OMol25 entry of this formula, charge and spin) = 40.7 kcal/mol